A structure of composition C29H36GeN3NaOPSe. Source: the OMol25 dataset; level of theory: ωB97M-V/def2-TZVPD.

## Properties
Total energy = -6348.06905 Ha
Max |F| = 0.505 eV Å⁻¹
Total charge = +1
M = 648.16 g/mol

XYZ file:
```
73
Properties=species:S:1:pos:R:3:forces:R:3:lowdin_charge:R:1
Na 1.052 0.742 -0.567 0.0 0.0 -0.1 0.11
N 2.367 -1.190 -0.935 0.1 -0.3 0.0 0.05
C 1.845 -2.553 -1.005 0.0 0.2 0.0 -0.33
C 2.715 -3.631 -1.071 0.0 0.0 0.0 -0.03
C 2.221 -4.925 -1.150 0.0 0.0 0.0 -0.06
C 0.851 -5.138 -1.169 0.0 0.0 0.0 -0.06
C -0.019 -4.059 -1.107 0.0 0.0 0.0 -0.06
C 0.463 -2.754 -1.022 0.0 0.0 0.0 -0.32
P -0.647 -1.310 -0.833 -0.3 -0.3 -0.1 1.11
C -0.642 -0.547 -2.505 0.0 0.0 0.0 -0.39
C 0.163 -0.971 -3.559 0.0 0.0 0.0 -0.07
C 0.148 -0.293 -4.775 0.0 0.0 0.1 -0.06
C -0.679 0.806 -4.953 0.0 0.0 0.0 -0.07
C -1.495 1.231 -3.911 0.0 0.0 0.0 -0.08
C -1.467 0.568 -2.693 0.0 0.0 0.0 -0.13
C -2.304 -2.052 -0.716 0.0 -0.1 0.0 -0.39
C -2.753 -2.391 0.560 0.0 0.0 0.0 -0.10
C -3.984 -3.005 0.736 0.0 0.0 0.0 -0.07
C -4.787 -3.270 -0.365 0.0 0.0 0.0 -0.07
C -4.354 -2.927 -1.639 0.0 0.0 0.0 -0.07
C -3.115 -2.325 -1.816 0.0 0.0 0.0 -0.08
H 3.005 -1.126 -0.146 0.0 -0.1 0.0 0.09
H 2.938 -1.018 -1.759 0.0 0.0 0.0 0.10
H 3.784 -3.455 -1.063 0.0 0.0 0.0 0.12
H 2.905 -5.762 -1.196 0.0 0.0 0.0 0.11
H 0.458 -6.144 -1.232 0.0 0.0 0.0 0.11
H -1.087 -4.233 -1.116 0.0 0.0 0.0 0.11
H 0.789 -1.848 -3.442 0.0 0.0 0.0 0.11
H 0.774 -0.636 -5.588 0.0 0.0 0.0 0.11
H -0.695 1.326 -5.902 0.0 0.0 0.0 0.11
H -2.154 2.079 -4.050 0.0 0.0 0.0 0.11
H -2.117 0.899 -1.887 0.0 0.0 0.0 0.11
H -2.131 -2.177 1.423 0.0 0.0 -0.1 0.07
H -4.321 -3.267 1.731 0.0 0.0 0.0 0.11
H -5.752 -3.741 -0.230 0.0 0.0 0.0 0.11
H -4.980 -3.132 -2.498 0.0 0.0 0.0 0.11
H -2.785 -2.067 -2.816 0.0 0.0 0.0 0.11
C 0.688 -2.516 2.867 0.1 -0.2 -0.1 -0.21
Ge 0.087 -1.125 4.078 -0.1 -0.1 0.1 0.72
C 0.086 -1.712 5.925 0.0 -0.1 0.2 -0.21
C -1.686 -0.539 3.550 -0.2 0.1 0.0 -0.22
C 1.397 0.325 3.939 0.1 0.0 0.0 -0.59
Se 1.484 1.116 2.168 0.1 0.5 0.1 0.89
C -0.007 2.381 2.254 0.1 0.0 0.0 -0.36
H 0.005 -3.367 2.891 0.0 0.0 0.0 0.03
H 1.682 -2.869 3.149 0.0 0.0 0.0 0.03
H 0.729 -2.135 1.844 0.0 0.0 0.0 -0.02
H -0.594 -2.552 6.067 0.0 0.0 0.0 0.03
H -0.233 -0.896 6.575 0.0 0.0 0.0 0.03
H 1.087 -2.024 6.226 0.0 0.0 0.0 0.03
H -2.367 -1.392 3.592 0.0 0.1 0.0 0.02
H -1.690 -0.151 2.531 0.0 0.0 0.0 0.01
H -2.070 0.228 4.226 0.0 0.0 0.0 0.03
H 2.386 -0.110 4.091 0.0 0.1 0.0 0.02
H 1.276 1.117 4.675 0.0 0.1 0.0 0.03
H -0.752 2.004 2.946 0.0 -0.1 0.1 0.01
H -0.472 2.471 1.274 0.1 0.0 0.0 0.01
H 0.340 3.359 2.575 0.1 0.0 0.0 0.03
N 2.420 7.952 -0.510 -0.1 -0.1 0.0 0.19
C 1.331 7.248 -0.896 0.0 -0.1 0.0 -0.49
O 0.283 7.767 -1.212 0.0 0.0 0.0 0.08
C 1.454 5.735 -0.929 0.1 0.2 0.0 -0.11
C 2.536 5.017 -0.447 0.1 0.0 0.1 0.01
C 2.510 3.634 -0.511 -0.1 0.0 -0.1 -0.12
N 1.488 2.946 -1.030 -0.1 0.4 0.0 0.01
C 0.450 3.654 -1.504 0.1 -0.1 0.0 -0.10
C 0.389 5.033 -1.469 -0.1 -0.1 0.0 0.02
H 2.342 8.955 -0.486 0.0 0.0 0.0 0.12
H 3.300 7.531 -0.281 0.0 0.0 0.0 0.09
H 3.400 5.492 -0.003 0.0 0.0 0.0 0.11
H 3.340 3.059 -0.119 0.0 0.0 0.0 0.11
H -0.365 3.085 -1.937 0.0 0.0 0.0 0.10
H -0.466 5.576 -1.848 0.0 0.0 0.0 0.13
```
Forces are in eV/Å.